No. 1
# C39H91N13O13

A cluster of 13 separate species, C39H91N13O13 in total at a distorted geometry (ωB97M-V with the def2-TZVPD basis set, the OMol25 dataset).

CARTESIAN COORDINATES (ANGSTROEM)
C  -2.25  0.65  -0.17
O  -2.61  0.74  0.98
N  -1.90  1.68  -0.94
C  -1.91  3.03  -0.43
C  -1.62  1.51  -2.30
H  -2.14  -0.33  -0.66
H  -2.49  3.67  -1.11
H  -0.90  3.44  -0.40
H  -2.40  3.10  0.53
H  -1.03  0.63  -2.53
H  -2.52  1.57  -2.94
H  -1.06  2.38  -2.67
C  -5.73  5.68  8.54
O  -5.38  4.66  7.97
N  -6.46  6.65  7.99
C  -6.83  7.79  8.74
C  -6.79  6.66  6.61
H  -5.49  5.91  9.59
H  -6.76  7.67  9.82
H  -7.88  8.03  8.56
H  -6.24  8.66  8.46
H  -6.36  7.51  6.08
H  -6.44  5.71  6.19
H  -7.88  6.68  6.46
C  -10.22  -0.43  5.85
O  -10.04  0.37  6.72
N  -9.24  -1.15  5.28
C  -9.54  -2.08  4.24
C  -7.91  -1.08  5.78
H  -11.20  -0.57  5.35
H  -9.69  -1.56  3.29
H  -10.43  -2.66  4.49
H  -8.73  -2.79  4.08
H  -7.78  -0.31  6.54
H  -7.58  -2.04  6.18
H  -7.17  -0.84  5.01
C  -5.45  3.60  -2.29
O  -5.47  4.78  -2.16
N  -5.55  2.70  -1.30
C  -5.35  1.30  -1.55
C  -5.42  3.08  0.09
H  -5.33  3.12  -3.28
H  -4.80  0.84  -0.72
H  -4.88  1.13  -2.51
H  -6.30  0.76  -1.48
H  -5.66  4.10  0.37
H  -6.13  2.42  0.63
H  -4.45  2.76  0.48
C  -1.43  3.44  3.12
O  -2.01  4.48  3.45
N  -0.10  3.32  2.90
C  0.46  2.07  2.42
C  0.79  4.43  3.09
H  -2.04  2.55  2.99
H  1.24  1.72  3.10
H  0.92  2.24  1.44
H  -0.33  1.34  2.29
H  1.72  4.11  3.60
H  1.12  4.86  2.14
H  0.34  5.17  3.75
C  -11.62  0.31  1.93
O  -11.75  0.24  3.13
N  -10.51  0.67  1.29
C  -9.31  0.83  2.05
C  -10.43  0.88  -0.15
H  -12.47  0.08  1.26
H  -9.52  0.50  3.06
H  -9.04  1.89  2.04
H  -8.43  0.30  1.68
H  -11.40  0.71  -0.61
H  -10.13  1.92  -0.34
H  -9.68  0.24  -0.62
C  -4.05  1.18  3.78
O  -3.04  1.03  4.41
N  -5.11  1.85  4.21
C  -6.35  1.87  3.46
C  -5.11  2.46  5.48
H  -4.23  0.72  2.80
H  -6.59  2.88  3.09
H  -7.21  1.48  4.03
H  -6.35  1.19  2.60
H  -4.11  2.67  5.82
H  -5.67  3.40  5.46
H  -5.66  1.81  6.17
C  -7.32  2.10  8.57
O  -6.84  1.12  8.09
N  -7.91  2.15  9.75
C  -8.46  3.39  10.22
C  -8.10  1.02  10.57
H  -7.25  3.06  8.04
H  -9.54  3.31  10.34
H  -8.22  4.19  9.52
H  -8.00  3.65  11.18
H  -7.52  1.14  11.49
H  -9.15  0.97  10.89
H  -7.78  0.14  10.04
C  -4.49  -1.17  6.70
O  -5.12  -2.16  6.60
N  -3.66  -0.87  7.69
C  -2.74  0.23  7.51
C  -3.59  -1.67  8.89
H  -4.51  -0.34  5.97
H  -1.82  -0.12  7.02
H  -2.47  0.77  8.42
H  -3.15  0.95  6.81
H  -4.33  -2.45  8.82
H  -2.58  -2.05  9.05
H  -3.83  -1.03  9.75
C  0.49  -1.79  1.19
O  -0.29  -1.94  0.26
N  0.13  -1.61  2.47
C  1.10  -1.43  3.52
C  -1.24  -1.57  2.86
H  1.59  -1.69  1.10
H  2.04  -1.97  3.36
H  0.71  -1.84  4.45
H  1.32  -0.38  3.70
H  -1.60  -0.54  2.91
H  -1.83  -1.96  2.02
H  -1.39  -2.07  3.80
C  -10.73  5.29  6.40
O  -11.18  6.35  6.06
N  -9.74  4.61  5.77
C  -9.52  3.19  6.06
C  -9.26  5.09  4.48
H  -11.13  4.76  7.28
H  -9.93  2.60  5.23
H  -10.02  2.94  6.98
H  -8.46  2.95  6.20
H  -9.48  6.14  4.26
H  -8.16  5.11  4.47
H  -9.67  4.51  3.64
C  0.05  1.59  5.90
O  0.94  0.86  5.68
N  0.10  2.69  6.64
C  -1.00  3.62  6.71
C  1.30  3.07  7.28
H  -0.96  1.40  5.50
H  -1.80  3.36  6.01
H  -0.66  4.62  6.41
H  -1.41  3.66  7.72
H  1.80  3.87  6.70
H  1.13  3.51  8.26
H  1.99  2.23  7.33
C  -5.60  -1.24  1.20
O  -6.25  -0.35  1.74
N  -5.09  -2.27  1.88
C  -4.62  -3.47  1.20
C  -5.42  -2.39  3.30
H  -5.30  -1.20  0.15
H  -5.41  -4.24  1.21
H  -3.76  -3.93  1.68
H  -4.40  -3.22  0.16
H  -5.40  -1.42  3.79
H  -6.41  -2.83  3.44
H  -4.65  -2.93  3.84

The HOMO energy comes out at -0.316 Eh. The total energy is -3230.57126 hartree. The orbital gap comes out at 8.976 eV. Its maximum force is 0.083 hartree/bohr. Its charge is 0.

No. 2
# C39H91N13O13

A structure of composition C39H91N13O13 at a distorted geometry (ωB97M-V with the def2-TZVPD basis set, the OMol25 dataset).

CARTESIAN COORDINATES (ANGSTROEM)
C  -0.52  -1.46  1.54
C  0.09  -0.38  0.71
O  0.72  0.59  1.15
N  -0.12  -0.52  -0.62
C  0.44  0.38  -1.60
H  -1.42  -1.88  1.11
H  -0.71  -1.10  2.56
H  0.19  -2.27  1.73
H  -0.66  -1.31  -0.96
H  1.48  0.08  -1.77
H  0.40  1.42  -1.30
H  -0.12  0.28  -2.53
C  2.55  -2.83  -0.44
C  3.40  -3.72  -1.31
O  3.11  -3.90  -2.48
N  4.43  -4.37  -0.71
C  5.35  -5.19  -1.45
H  2.57  -3.08  0.63
H  1.52  -2.89  -0.77
H  2.79  -1.76  -0.44
H  4.50  -4.40  0.29
H  6.28  -5.36  -0.91
H  5.72  -4.74  -2.37
H  4.92  -6.15  -1.75
C  -0.92  2.20  -4.44
C  -0.22  2.12  -5.77
O  -0.07  3.15  -6.42
N  0.35  0.96  -6.14
C  0.08  -0.37  -5.60
H  -1.52  3.11  -4.45
H  -0.24  2.36  -3.59
H  -1.61  1.38  -4.23
H  0.71  0.96  -7.08
H  -0.98  -0.62  -5.48
H  0.55  -0.44  -4.61
H  0.52  -1.14  -6.22
C  -2.68  -4.84  1.63
C  -1.41  -5.04  0.83
O  -0.33  -4.95  1.39
N  -1.54  -5.47  -0.44
C  -0.45  -5.85  -1.31
H  -2.66  -3.95  2.26
H  -2.83  -5.73  2.24
H  -3.58  -4.80  1.01
H  -2.48  -5.65  -0.75
H  0.07  -4.94  -1.61
H  -0.78  -6.32  -2.23
H  0.25  -6.54  -0.83
C  -4.26  -1.73  -1.04
C  -4.15  -0.23  -0.94
O  -4.91  0.43  -0.23
N  -3.13  0.33  -1.62
C  -2.88  1.75  -1.57
H  -5.12  -2.10  -0.49
H  -3.36  -2.17  -0.60
H  -4.31  -2.04  -2.08
H  -2.50  -0.20  -2.21
H  -1.82  2.00  -1.62
H  -3.33  2.18  -0.67
H  -3.40  2.24  -2.40
C  -2.29  -3.89  -3.78
C  -1.17  -2.91  -3.51
O  -1.45  -1.80  -3.05
N  0.10  -3.30  -3.73
C  1.27  -2.47  -3.60
H  -2.97  -3.56  -4.57
H  -2.87  -4.05  -2.87
H  -1.92  -4.88  -4.04
H  0.22  -4.18  -4.20
H  0.94  -1.44  -3.42
H  1.87  -2.43  -4.51
H  1.95  -2.76  -2.80
C  3.35  -1.10  -3.17
C  2.78  -0.73  -4.53
O  2.17  -1.57  -5.20
N  3.11  0.48  -5.03
C  2.60  0.94  -6.32
H  4.40  -1.38  -3.28
H  2.79  -1.93  -2.75
H  3.31  -0.22  -2.52
H  3.80  0.99  -4.52
H  1.57  0.62  -6.46
H  3.28  0.52  -7.06
H  2.68  2.02  -6.37
C  -4.41  4.81  2.81
C  -3.90  3.39  2.98
O  -4.19  2.73  3.98
N  -3.08  2.91  2.05
C  -2.71  1.52  2.01
H  -5.44  4.83  3.15
H  -4.32  5.10  1.76
H  -3.84  5.51  3.42
H  -2.80  3.48  1.27
H  -2.09  1.22  2.86
H  -2.14  1.30  1.11
H  -3.53  0.81  2.05
C  2.13  5.32  -1.26
C  1.58  4.46  -2.38
O  0.74  3.59  -2.19
N  2.09  4.69  -3.59
C  1.59  4.09  -4.82
H  1.45  6.10  -0.92
H  3.00  5.90  -1.58
H  2.39  4.71  -0.40
H  2.79  5.40  -3.69
H  2.42  4.00  -5.52
H  0.87  4.74  -5.34
H  1.17  3.11  -4.62
C  -0.75  4.41  5.25
C  0.08  4.54  4.00
O  0.85  5.48  3.83
N  -0.10  3.58  3.07
C  0.67  3.47  1.85
H  -0.11  3.99  6.04
H  -1.68  3.85  5.16
H  -1.00  5.41  5.61
H  -0.80  2.88  3.19
H  1.47  2.73  1.94
H  1.13  4.43  1.64
H  0.05  3.07  1.04
C  -3.36  0.71  6.61
C  -3.64  -0.51  5.74
O  -3.23  -1.62  6.07
N  -4.27  -0.27  4.59
C  -4.47  -1.30  3.60
H  -4.09  0.85  7.41
H  -3.35  1.60  5.97
H  -2.35  0.69  7.00
H  -4.54  0.68  4.33
H  -3.72  -2.07  3.81
H  -4.29  -1.02  2.56
H  -5.45  -1.78  3.68
C  3.85  1.83  0.36
C  4.33  0.73  1.28
O  5.53  0.49  1.40
N  3.38  0.02  1.92
C  3.67  -1.16  2.69
H  2.88  2.24  0.64
H  3.82  1.47  -0.67
H  4.57  2.65  0.38
H  2.41  0.13  1.65
H  4.52  -1.68  2.23
H  2.84  -1.87  2.61
H  3.94  -0.98  3.72
C  2.01  -0.35  7.63
C  1.39  0.51  6.56
O  1.70  1.68  6.43
N  0.45  -0.09  5.80
C  -0.41  0.68  4.92
H  2.57  0.21  8.37
H  2.65  -1.12  7.20
H  1.22  -0.92  8.12
H  0.27  -1.06  5.94
H  0.16  0.91  4.01
H  -0.77  1.61  5.35
H  -1.26  0.04  4.66

The HOMO energy comes out at -0.281 Eh. The total energy is -3230.47534 hartree. The orbital gap comes out at 7.804 eV. Its maximum force is 0.206 hartree/bohr. Its charge is 0.